Density functional theory data (wB97M-V/def2-TZVPD) for a molecular structure, C29H27F5N3O3SbV in a non-equilibrium geometry.

Orbital gap (alpha / beta)   6.78 / 7.61 eV
Multiplicity   2
Energy relative to the best compared isomer or geometry (same formula, charge and spin)   0.0 kcal per mole
Charge   +2
HOMO (alpha / beta)   -14.0 / -14.1 eV
E_LUMO (alpha / beta)   -7.21 / -6.46 eV

CARTESIAN COORDINATES (ANGSTROEM)
V 0.579 -0.485 0.902
C 1.415 0.817 4.229
C 2.583 0.161 3.502
C 3.840 0.228 4.071
C 4.930 -0.284 3.414
C 4.744 -0.958 2.260
C 3.454 -0.985 1.704
N 2.422 -0.404 2.273
Sb 3.269 -1.876 -0.213
C 1.546 -3.009 0.400
C 1.557 -4.382 0.071
C 0.625 -5.217 0.649
C -0.225 -4.684 1.579
C -0.282 -3.336 1.852
C -1.182 -2.754 2.863
N 0.624 -2.500 1.212
C 2.448 0.001 -1.012
C 3.245 0.516 -1.923
C 3.201 1.937 -2.164
C 2.279 2.688 -1.560
C 1.234 2.072 -0.644
C 1.114 2.894 0.614
N 1.438 0.658 -0.324
H 1.664 1.218 5.208
H 0.662 0.014 4.375
H 1.005 1.586 3.627
H 3.876 0.706 5.041
H 5.883 -0.119 3.922
H 5.547 -1.451 1.746
H 2.307 -4.716 -0.678
H 0.615 -6.276 0.457
H -0.918 -5.344 2.097
H -1.585 -1.812 2.574
H -0.571 -2.554 3.728
H -1.976 -3.416 3.253
H 4.097 -0.093 -2.292
H 3.954 2.434 -2.728
H 2.237 3.772 -1.724
H 0.918 3.960 0.404
H 2.096 2.874 1.177
H 0.332 2.452 1.243
C -6.313 -0.753 -2.476
O -5.751 0.450 -3.067
C -4.576 0.907 -2.724
C -4.253 2.153 -3.322
C -3.063 2.751 -3.024
C -2.139 2.124 -2.130
C -0.900 2.784 -1.842
C -0.548 4.178 -2.284
O -0.069 1.968 -1.294
C -2.564 0.944 -1.444
O -1.797 0.489 -0.386
C -3.700 0.252 -1.813
H -7.333 -0.794 -2.804
H -6.221 -0.680 -1.418
H -5.818 -1.673 -2.863
H -4.981 2.633 -3.950
H -2.846 3.725 -3.495
H -1.452 4.730 -2.492
H 0.086 4.127 -3.208
H 0.015 4.644 -1.487
H -3.905 -0.736 -1.458
F -2.074 -1.617 0.215
C -1.213 -0.760 -0.371
F -0.445 0.123 2.133
C -0.853 -1.382 -1.751
F -0.084 -2.467 -1.525
F -1.957 -1.869 -2.333
F -0.245 -0.580 -2.568